No. 1
139
Properties=species:S:1:pos:R:3:lowdin_charge:R:1 method="wB97M-V/def2-TZVPD" energy_ha=-8739.70570 charge=+1
I 7.441 -2.205 -3.622 1.00
Br 3.210 -6.364 2.792 0.67
S 3.171 1.039 1.218 0.78
S 0.234 1.891 1.148 0.61
F -7.237 4.196 1.874 0.13
F -7.562 5.784 0.437 0.12
F -4.041 3.797 -1.825 0.09
F -10.992 6.960 1.489 0.13
F -11.802 6.461 -0.469 0.10
F -4.739 2.608 4.477 0.12
F -5.685 3.419 7.093 0.09
F -7.966 5.894 -5.105 0.09
F -6.790 4.256 5.414 0.09
F -8.520 4.000 -3.172 0.12
F -4.350 4.697 4.050 0.14
F -6.105 4.451 -2.052 0.09
F -9.329 3.501 -5.129 0.11
F -5.275 1.149 6.241 0.09
F -6.141 4.913 -4.467 0.09
F -10.438 8.854 -0.444 0.09
F -6.514 6.757 2.835 0.09
F -1.916 0.872 7.352 0.10
F -8.613 7.873 0.193 0.09
F -4.435 -0.170 7.742 0.09
F -5.090 2.824 -4.224 0.12
F -8.578 7.411 2.608 0.09
F -3.366 2.365 7.986 0.13
F -4.764 1.236 -2.786 0.12
O -2.133 -0.927 -4.066 -0.14
O -6.857 1.892 -3.149 0.04
O -3.189 3.740 5.686 0.03
O 10.133 -4.460 1.540 0.01
O 0.761 -2.582 -2.309 -0.13
O 1.255 -5.181 1.106 -0.08
O 0.409 -0.569 -3.638 -0.16
O 11.041 -2.634 0.208 -0.09
O -9.329 4.852 1.511 0.03
N 2.542 -4.194 -4.104 0.24
N 3.118 -3.265 -1.754 0.04
N 4.753 -3.235 -3.740 -0.02
N 4.764 -8.120 -0.758 0.08
N -0.768 -1.388 4.311 0.00
N 1.001 -0.110 2.985 -0.18
C -4.127 0.555 6.633 -0.29
C 1.685 -3.301 -1.398 -0.17
C 3.642 -4.022 0.745 -0.09
C 11.282 -1.245 0.627 -0.22
C -10.630 6.587 0.232 -0.43
C -0.475 -0.364 3.200 -0.10
C 9.950 -3.270 0.963 -0.26
C 5.825 -6.075 -5.937 0.06
C 1.395 0.860 1.892 -0.91
C 2.555 -5.063 1.356 -0.58
C 8.537 -2.458 1.126 -0.09
C 3.386 -3.537 -3.209 -0.14
C 0.636 -1.741 4.785 -0.09
C 6.811 -3.990 -0.404 -0.15
C -0.346 0.637 -3.264 -0.16
C 4.874 -0.986 0.216 -0.24
C -3.026 1.564 6.941 -0.43
C -4.472 3.799 5.065 -0.48
C -7.983 5.308 1.633 -0.47
C -5.325 3.354 -1.885 -0.26
C -7.511 2.235 -4.374 -0.05
C 6.097 -5.577 -4.627 -0.09
C 5.526 -3.373 -1.186 -0.27
C 5.573 -1.763 -0.997 -0.20
C -2.600 2.438 5.752 -0.06
C 3.386 -0.299 -0.129 -0.44
C 4.713 -6.776 -0.379 -0.18
C -8.157 3.627 -4.428 -0.43
C 1.086 -1.163 -2.440 -0.19
C 7.187 -3.423 1.074 -0.17
C 4.045 -4.094 -0.835 -0.24
C -5.510 2.348 -3.027 -0.47
C 10.748 -0.117 -0.487 -0.10
C 1.810 -0.930 3.965 -0.03
C -7.313 4.701 -5.105 -0.29
C 5.885 -3.604 -2.812 -0.65
C -9.785 7.661 -0.445 -0.29
C 6.632 -5.028 -3.140 -0.24
C 3.887 -5.639 -1.288 -0.11
C -5.577 4.251 6.027 -0.26
C -9.983 5.195 0.286 -0.05
C -1.917 0.142 -3.035 -0.16
C -7.797 6.314 2.775 -0.27
H 9.686 0.280 -0.148 0.07
H 4.726 -1.524 1.235 0.09
H 1.384 -2.872 -0.325 0.16
H 8.527 -1.582 0.352 0.09
H 10.822 -0.949 1.661 0.13
H -0.360 1.354 -4.213 0.15
H 2.234 -0.924 -2.592 0.13
H 6.420 -5.898 -2.394 0.10
H -5.378 5.258 6.406 0.18
H -8.331 1.510 -4.453 0.15
H -2.702 0.974 -3.278 0.12
H 2.976 -0.928 4.066 0.10
H -2.002 -1.835 -3.653 0.10
H 2.494 -1.036 0.034 0.05
H -7.101 4.441 -6.146 0.18
H 5.538 -0.024 0.475 0.12
H 4.556 -4.052 1.498 0.12
H 5.106 -1.280 -1.985 0.10
H 6.002 -6.662 -6.961 0.07
H 0.783 -0.606 -1.433 0.14
H 7.780 -3.671 -1.034 0.11
H 8.539 -1.968 2.207 0.15
H 3.131 -2.960 0.953 0.12
H -1.528 2.634 5.881 0.15
H -3.815 -0.149 5.856 0.17
H -1.426 0.047 2.645 0.11
H 1.270 -4.421 -1.386 0.16
H -2.015 -0.337 -1.970 0.13
H -5.579 2.904 -0.922 0.18
H 5.232 -6.416 0.628 0.10
H 2.749 -6.000 -1.217 0.14
H 6.729 -1.483 -0.868 0.09
H 6.896 -5.156 -0.368 0.12
H 11.457 0.814 -0.568 0.09
H -6.881 2.029 -5.248 0.15
H -10.803 4.470 0.207 0.15
H 4.754 -2.192 -3.938 0.09
H -9.353 4.989 -0.587 0.14
H 12.452 -1.031 0.719 0.15
H 0.792 -2.518 5.656 0.11
H 4.195 -5.946 -2.372 0.11
H 3.377 0.280 -1.145 0.09
H 10.596 -0.581 -1.559 0.08
H -9.574 7.402 -1.486 0.17
H 7.475 -4.369 1.745 0.14
H 2.091 -5.096 -3.763 0.17
H 4.222 -8.241 -1.653 0.05
H 6.360 -2.860 1.659 0.09
H 2.385 -3.908 -5.095 0.17
H 0.093 1.241 -2.363 0.12
H 7.810 -4.953 -3.237 0.10
H -2.666 1.908 4.794 0.14
H -8.052 5.864 3.739 0.17

=====

No. 2
64
Properties=species:S:1:pos:R:3:lowdin_spin:R:1 method="wB97M-V/def2-TZVPD" relative_energy_kcal_mol=98.91 multiplicity=4 charge=+2
Tc -14.161 7.366 8.656 1.78
As -16.452 4.869 7.169 0.01
S -14.099 10.964 6.195 0.00
S -14.390 5.262 7.603 0.01
S -14.461 7.210 4.674 0.10
F -14.244 11.226 10.598 0.02
F -15.504 10.352 8.908 0.01
F -13.226 10.126 8.880 0.01
F -14.188 12.187 8.525 0.00
O -14.414 9.686 5.231 0.00
O -13.203 6.012 10.002 0.04
N -14.830 9.533 13.044 0.07
N -14.393 8.220 7.078 -0.09
N -12.962 4.315 11.461 0.01
N -12.548 9.879 13.195 0.32
N -14.474 8.352 10.558 0.00
C -10.359 12.160 6.886 0.00
C -12.334 11.091 6.116 0.00
C -17.381 6.026 5.927 0.00
C -12.695 3.407 10.342 0.00
C -14.659 12.221 5.043 0.00
C -15.727 8.532 11.071 0.25
C -12.870 3.754 12.831 0.00
C -17.407 4.938 8.847 0.01
C -15.854 9.105 12.309 0.07
C -9.614 11.348 6.038 0.00
C -16.490 3.056 6.516 0.00
C -14.431 8.352 5.778 0.03
C -13.424 8.787 11.252 0.21
C -11.737 12.013 6.966 0.00
C -13.260 5.557 11.182 0.01
C -13.627 9.428 12.500 0.09
C -11.618 10.230 5.276 0.00
C -10.231 10.354 5.277 0.00
B -14.307 10.977 9.243 0.00
H -8.533 11.479 5.964 0.00
H -16.569 8.287 10.442 0.02
H -11.847 3.449 13.058 0.00
H -9.872 12.928 7.470 0.00
H -16.828 9.263 12.742 0.00
H -17.535 2.745 6.409 0.00
H -13.180 4.486 13.568 0.00
H -11.718 10.104 12.677 0.01
H -14.175 12.076 4.072 0.00
H -12.315 12.622 7.649 0.00
H -12.225 2.497 10.701 0.00
H -18.434 5.752 5.938 0.00
H -17.431 5.976 9.173 0.00
H -16.991 5.904 4.934 0.00
H -16.932 4.309 9.592 0.00
H -13.529 6.227 12.016 0.00
H -15.749 12.149 4.961 0.00
H -12.751 10.468 14.005 0.01
H -17.252 7.046 6.256 0.00
H -12.143 9.503 4.653 0.00
H -12.446 8.655 10.794 0.00
H -9.634 9.707 4.645 0.00
H -18.419 4.602 8.674 0.00
H -13.612 3.142 9.847 0.00
H -11.990 3.834 9.636 0.00
H -16.014 2.976 5.555 0.00
H -13.501 2.877 12.909 0.00
H -16.020 2.394 7.218 0.00
H -14.341 13.175 5.485 0.00